(1)
109
Properties=species:S:1:pos:R:3:forces:R:3:lowdin_charge:R:1 method="wB97M-V/def2-TZVPD" max_force_ev_per_a=1.65 charge=-1 lumo_energy_ha=0.0523 energy_ha=-4540.257928
C -0.297 3.679 1.111 -0.8 0.1 0.4 -0.08
N -1.189 4.868 1.071 0.5 0.3 -1.5 -0.07
C -0.380 6.087 0.878 -0.1 -0.3 0.7 -0.10
B -2.251 4.715 0.088 -0.2 -0.2 0.7 -0.53
O -2.466 5.717 -0.856 0.4 0.1 0.3 0.11
C -3.178 3.418 0.090 -0.1 0.6 -0.1 -0.20
C -4.210 3.344 1.277 0.1 -1.2 0.1 -0.17
O -5.479 3.298 0.688 0.1 0.4 0.1 -0.08
B -5.345 3.779 -0.686 -0.1 -0.6 0.0 -0.82
P -5.710 5.758 -0.619 -0.1 0.3 0.7 0.71
O -5.843 6.380 0.754 0.2 0.1 0.0 -0.55
O -3.979 3.393 -1.096 0.2 -0.1 0.1 -0.10
H -0.263 3.165 0.146 0.2 0.0 0.0 0.07
H 0.718 3.982 1.365 0.0 0.0 0.1 0.08
H -0.669 2.971 1.854 0.2 -0.1 0.0 0.09
H 0.414 5.931 0.137 0.0 0.1 0.0 0.09
H 0.080 6.339 1.838 0.2 0.0 -0.1 0.07
H -0.985 6.935 0.573 -0.1 -0.1 0.0 0.08
H -2.095 5.450 -1.700 -0.4 0.0 -0.2 0.11
H -2.578 2.501 0.183 0.0 0.0 -0.4 0.12
H -4.073 4.093 2.065 -0.2 0.4 -0.3 0.12
H -4.072 2.369 1.772 0.1 0.2 0.1 0.11
H -6.208 3.305 -1.414 0.1 0.1 -0.2 0.07
H -6.935 5.948 -1.333 0.1 0.0 -0.3 -0.04
H -4.816 6.531 -1.410 -0.2 -0.1 -0.3 -0.04
C 1.368 -1.298 -1.983 0.0 0.2 -0.1 -0.06
C 1.947 -1.212 -0.590 -0.4 -0.3 -0.1 -0.18
O 3.114 -0.368 -0.551 0.2 -0.1 0.2 0.04
C 2.877 0.931 -0.583 0.2 -0.1 -0.1 -0.41
O 1.824 1.471 -0.703 -0.3 0.3 0.1 0.18
C 4.204 1.697 -0.413 0.0 0.1 -0.1 -0.55
F 5.164 1.190 -1.194 0.1 0.0 0.0 0.16
F 4.619 1.613 0.858 0.0 0.0 0.1 0.16
F 4.050 2.977 -0.719 0.0 0.1 0.0 0.18
H 2.109 -1.637 -2.708 0.0 -0.1 0.1 0.08
H 0.525 -1.988 -1.992 0.0 0.0 0.0 0.09
H 1.011 -0.323 -2.308 -0.1 -0.1 0.0 0.07
H 2.282 -2.183 -0.247 0.2 0.1 0.0 0.09
H 1.204 -0.842 0.118 0.1 0.2 0.0 0.13
C 6.021 -7.067 0.482 -0.2 0.1 -0.1 -0.05
C 5.746 -6.126 1.634 0.4 -0.2 0.0 -0.18
O 4.580 -5.313 1.376 -0.1 0.1 0.0 0.04
C 3.409 -5.881 1.593 0.2 0.0 0.0 -0.40
O 3.200 -6.986 1.999 -0.1 0.0 0.0 0.17
C 2.294 -4.877 1.245 -0.2 0.1 0.0 -0.54
F 2.561 -4.287 0.067 -0.1 -0.1 0.0 0.13
F 2.204 -3.920 2.172 0.1 0.0 0.1 0.18
F 1.109 -5.467 1.151 0.1 -0.1 -0.1 0.18
H 6.116 -6.510 -0.450 0.1 0.0 0.0 0.07
H 6.947 -7.612 0.661 0.0 0.0 0.0 0.09
H 5.214 -7.788 0.359 0.0 0.0 0.1 0.08
H 6.560 -5.417 1.759 -0.1 0.1 0.0 0.13
H 5.616 -6.659 2.575 -0.2 0.0 0.0 0.13
C -4.023 10.247 3.528 0.2 -0.2 -0.1 -0.05
C -2.910 11.273 3.556 -0.4 0.2 0.1 -0.20
O -1.615 10.644 3.655 0.1 0.0 0.0 0.03
C -1.130 10.159 2.520 -0.2 0.1 0.2 -0.40
O -1.635 10.214 1.441 0.1 0.0 -0.1 0.18
C 0.241 9.504 2.771 -0.1 -0.1 0.0 -0.55
F 0.223 8.726 3.857 0.0 0.0 0.1 0.17
F 1.182 10.444 2.955 0.0 0.1 0.0 0.16
F 0.577 8.761 1.729 0.3 0.1 -0.1 0.17
H -3.961 9.596 4.401 0.0 0.0 0.0 0.08
H -4.991 10.747 3.531 0.0 0.0 0.0 0.08
H -3.964 9.620 2.640 0.0 0.0 0.0 0.09
H -2.984 11.904 4.439 0.1 -0.1 0.0 0.12
H -2.934 11.917 2.677 0.1 -0.1 -0.1 0.12
C 0.086 -7.139 3.423 -0.2 0.1 0.1 -0.07
C -0.647 -8.019 4.411 0.4 -0.2 -0.1 -0.19
O -1.787 -7.347 4.985 -0.1 0.0 0.0 0.03
C -2.880 -7.319 4.239 0.2 -0.1 0.0 -0.40
O -3.024 -7.797 3.154 -0.1 0.0 -0.1 0.17
C -4.009 -6.601 5.004 0.0 0.1 0.0 -0.56
F -3.577 -5.465 5.554 0.0 0.1 0.0 0.17
F -4.463 -7.394 5.985 0.0 -0.1 0.1 0.16
F -5.018 -6.322 4.192 -0.1 0.0 -0.1 0.18
H 0.375 -6.200 3.896 0.1 0.0 0.0 0.09
H 0.982 -7.643 3.065 0.0 0.0 0.0 0.07
H -0.543 -6.902 2.568 0.0 -0.1 0.0 0.08
H -0.009 -8.262 5.258 -0.1 0.1 0.1 0.12
H -0.971 -8.954 3.954 -0.1 0.1 0.0 0.13
C -3.942 1.706 -4.001 0.1 -0.2 -0.1 -0.05
C -2.591 2.372 -3.889 -0.4 0.3 0.2 -0.17
O -1.525 1.432 -4.188 0.2 -0.1 -0.1 0.03
C -1.251 1.187 -5.452 -0.2 0.4 0.2 -0.42
O -1.760 1.654 -6.429 0.1 -0.1 0.0 0.16
C -0.063 0.208 -5.495 0.0 -0.1 0.0 -0.55
F -0.263 -0.816 -4.653 0.1 -0.1 -0.1 0.15
F 1.062 0.836 -5.122 0.1 0.0 0.0 0.16
F 0.135 -0.290 -6.712 -0.1 0.0 -0.1 0.17
H -3.985 0.830 -3.353 0.0 0.1 0.1 0.09
H -4.718 2.404 -3.693 0.0 0.0 0.1 0.08
H -4.144 1.383 -5.023 0.0 0.1 0.0 0.07
H -2.409 2.705 -2.869 0.0 -0.2 0.0 0.11
H -2.506 3.238 -4.544 0.1 -0.1 -0.2 0.13
C 1.877 -6.338 -3.352 0.1 -0.2 -0.1 -0.05
C 3.082 -5.506 -2.974 -0.5 0.2 0.0 -0.18
O 4.267 -6.322 -2.838 0.1 0.0 0.1 0.03
C 4.883 -6.662 -3.958 -0.2 0.1 0.1 -0.40
O 4.576 -6.369 -5.073 0.1 0.0 -0.1 0.18
C 6.135 -7.494 -3.616 0.0 -0.1 0.0 -0.55
F 5.858 -8.441 -2.712 0.0 -0.1 0.0 0.16
F 7.084 -6.700 -3.102 0.1 0.1 0.0 0.16
F 6.622 -8.081 -4.700 0.0 0.0 -0.1 0.18
H 1.734 -7.148 -2.635 0.0 0.1 0.1 0.08
H 0.984 -5.715 -3.362 0.0 0.0 0.0 0.09
H 1.999 -6.782 -4.339 0.0 0.1 0.0 0.08
H 2.938 -5.052 -1.999 0.2 -0.1 0.0 0.10
H 3.259 -4.707 -3.693 0.2 -0.1 -0.1 0.13



(2)
86
Properties=species:S:1:pos:R:3:forces:R:3:lowdin_charge:R:1 method="wB97M-V/def2-TZVPD" max_force_ev_per_a=0.60 charge=-1 relative_energy_kcal_mol=0.0 lumo_energy_ha=0.0761 energy_ha=-2755.613734
N 0.428 2.022 3.720 -0.3 0.0 -0.2 0.15
B -0.652 1.820 2.719 0.3 -0.2 0.4 -0.57
O -1.350 2.920 2.323 0.2 0.0 -0.6 0.17
C -0.952 0.414 2.085 -0.3 0.1 -0.1 -0.05
C -0.525 0.210 0.775 0.0 0.1 0.1 0.06
C -0.677 -1.008 0.126 0.0 -0.1 0.0 -0.23
C -1.284 -2.046 0.816 0.0 0.2 0.0 -0.42
C -1.745 -1.855 2.115 0.0 0.0 0.1 -0.05
C -1.590 -0.637 2.760 0.2 0.0 0.0 -0.18
C -2.092 -0.402 4.173 0.1 0.0 -0.2 -0.14
C -3.001 -1.486 4.744 0.0 0.4 0.0 -0.11
C -4.235 -1.788 3.928 -0.3 -0.5 0.1 -0.53
O -4.812 -2.848 3.962 0.3 0.4 -0.2 0.10
O -4.665 -0.743 3.177 0.5 -0.1 -0.1 0.10
S -1.476 -3.611 0.038 -0.1 -0.1 0.0 1.02
C -1.722 -3.045 -1.616 -0.1 0.1 0.0 -0.44
C -2.554 -3.758 -2.482 0.1 -0.1 0.0 -0.62
S -3.392 -5.226 -1.912 -0.1 -0.1 0.1 0.74
C -2.733 -3.325 -3.786 0.0 0.0 0.0 -0.12
C -2.092 -2.179 -4.217 0.1 0.2 0.1 -0.06
C -1.277 -1.437 -3.367 0.1 -0.1 0.1 -0.15
C -0.639 -0.169 -3.875 -0.4 0.2 -0.2 -0.13
C -1.127 1.101 -3.152 0.2 -0.3 0.1 -0.11
C -2.620 1.167 -2.985 -0.1 0.0 0.3 -0.51
N -3.381 0.926 -4.164 -0.3 0.3 0.1 0.12
O -3.152 1.467 -1.939 0.1 0.3 -0.4 0.07
C -1.074 -1.882 -2.054 0.0 0.2 -0.2 -0.16
N -0.214 -1.138 -1.207 -0.3 -0.3 0.3 0.04
C 1.261 -1.539 -1.307 0.5 -0.1 0.3 -0.68
O 1.759 -1.286 -2.407 0.0 -0.2 -0.2 -0.02
O 1.726 -2.031 -0.273 -0.2 0.3 -0.2 0.00
H 0.297 1.370 4.488 0.1 0.0 0.0 0.05
H 1.326 1.760 3.317 0.1 0.2 0.1 0.06
H -0.852 3.712 2.555 -0.2 0.0 0.4 0.09
H -0.040 1.012 0.229 0.0 0.0 0.0 0.13
H -2.226 -2.691 2.612 0.0 0.0 0.0 0.10
H -1.223 -0.309 4.833 -0.1 0.0 0.1 0.12
H -2.615 0.557 4.198 0.0 0.0 0.0 0.12
H -2.464 -2.424 4.878 -0.1 -0.1 0.0 0.13
H -3.355 -1.170 5.731 0.0 -0.1 0.0 0.13
H -5.022 -1.105 2.355 -0.4 0.0 0.1 0.13
H -2.888 -6.062 -2.827 0.0 0.0 -0.1 -0.14
H -3.364 -3.890 -4.459 0.0 0.0 0.0 0.09
H -2.230 -1.830 -5.233 0.0 -0.1 -0.1 0.10
H -0.921 -0.073 -4.927 0.2 0.0 0.0 0.11
H 0.443 -0.241 -3.785 0.0 0.0 0.1 0.10
H -0.685 1.179 -2.162 0.0 0.0 0.0 0.10
H -0.813 1.964 -3.745 -0.1 0.1 0.0 0.12
H -4.300 1.324 -4.003 -0.1 -0.2 0.1 0.08
H -3.505 -0.072 -4.313 0.3 0.0 -0.2 0.07
C 3.374 5.077 1.747 -0.1 -0.1 -0.1 -0.06
C 2.952 4.548 3.110 0.2 0.1 0.0 -0.49
C 3.700 5.243 4.235 0.0 0.0 0.1 -0.06
O 3.173 3.144 3.190 0.0 -0.1 0.0 -0.07
H 4.442 4.905 1.590 0.0 0.0 0.0 0.08
H 2.834 4.560 0.953 0.0 0.0 0.0 0.08
H 3.182 6.148 1.660 0.0 0.0 0.0 0.08
H 1.876 4.681 3.237 0.0 -0.1 0.0 0.13
H 4.767 5.047 4.121 0.0 0.1 0.0 0.06
H 3.385 4.846 5.201 0.0 0.0 0.0 0.08
H 3.536 6.323 4.233 0.0 0.0 0.0 0.08
H 4.121 2.990 3.091 0.0 0.0 0.0 0.08
C 7.717 3.261 6.364 -0.1 0.1 0.0 -0.06
C 6.758 2.730 5.311 0.3 -0.1 0.0 -0.50
C 7.150 1.336 4.846 -0.1 0.0 -0.1 -0.06
O 6.692 3.627 4.201 -0.1 0.0 0.0 -0.07
H 8.728 3.333 5.953 0.0 -0.1 0.0 0.08
H 7.417 4.259 6.686 0.0 0.0 0.0 0.08
H 7.748 2.607 7.236 0.0 0.0 0.0 0.08
H 5.746 2.706 5.717 0.0 0.0 0.0 0.14
H 8.146 1.355 4.393 0.0 0.0 0.0 0.08
H 6.450 0.970 4.095 0.0 0.0 0.0 0.08
H 7.166 0.631 5.678 0.0 0.0 0.0 0.08
H 7.568 3.678 3.804 0.0 0.0 0.0 0.09
C -3.850 -5.413 -7.821 0.0 0.0 0.1 -0.06
C -3.790 -3.909 -7.601 0.1 -0.1 -0.2 -0.50
C -4.009 -3.142 -8.896 0.0 0.1 0.0 -0.06
O -2.550 -3.542 -7.004 -0.1 0.0 0.0 -0.06
H -3.061 -5.725 -8.512 0.0 0.0 0.0 0.08
H -3.696 -5.942 -6.880 0.0 0.0 0.0 0.08
H -4.812 -5.716 -8.238 0.0 0.0 0.0 0.08
H -4.552 -3.618 -6.874 0.0 0.0 0.0 0.14
H -3.226 -3.389 -9.618 0.0 0.0 0.0 0.08
H -3.967 -2.068 -8.714 0.0 0.0 0.0 0.08
H -4.976 -3.383 -9.342 0.0 0.0 0.0 0.08
H -1.841 -3.780 -7.612 0.0 0.0 0.0 0.10